# 1
39
Properties=species:S:1:pos:R:3 method="wB97M-V/def2-TZVPD" total_energy_ev=-27040.3458 homo_energy_ev=-10.174 e_lumo_ev=-0.142 max_force_ev_per_a=1.2 orbital_gap_ev=10.03
O 16.395 3.928 3.328
H 16.411 4.513 2.570
H 17.505 6.660 1.766
H 19.291 2.645 3.292
O 18.841 3.288 2.744
H 17.240 3.479 3.302
H 18.378 1.976 1.163
O 18.846 0.862 3.986
H 18.126 1.161 4.541
O 17.090 7.232 3.491
H 17.148 6.684 4.274
H 13.905 4.565 1.667
O 17.099 3.724 -0.547
O 13.943 5.522 1.666
H 15.151 4.665 5.970
H 14.604 2.262 1.351
H 17.780 1.739 -0.207
H 19.607 0.851 4.566
H 19.541 3.851 2.412
H 17.778 3.168 7.044
H 16.058 4.670 4.758
O 18.208 3.976 6.764
H 14.586 6.588 3.126
O 18.195 1.285 0.526
H 14.601 2.872 -0.035
H 15.783 1.610 6.044
H 15.084 7.716 4.004
O 15.930 5.088 5.610
H 17.613 4.353 6.116
O 14.285 7.265 3.731
H 17.556 8.034 3.725
O 16.316 1.301 5.311
H 17.688 4.305 -0.066
H 13.766 5.768 0.758
H 16.279 3.752 -0.054
H 15.884 1.655 4.534
H 18.524 5.967 0.887
O 14.777 3.079 0.882
O 17.589 5.987 1.090



# 2
12
Properties=species:S:1:pos:R:3 method="wB97M-V/def2-TZVPD" total_energy_ev=-19484.3153 homo_energy_ev=-9.730 e_lumo_ev=0.829 max_force_ev_per_a=2.9 orbital_gap_ev=10.56 smiles="C/C(Cl)=C/CF"
C -1.680 -0.931 0.028
H 1.258 2.072 -0.191
H -0.958 1.170 0.320
Cl 1.201 -1.798 -0.043
C 1.698 1.050 -0.089
F -2.968 -0.336 -0.126
H 2.298 0.843 -0.912
C -0.618 0.133 0.038
C 0.655 -0.099 -0.012
H -1.647 -1.541 0.921
H 2.286 1.058 0.867
H -1.525 -1.621 -0.802



# 3
26
Properties=species:S:1:pos:R:3 method="wB97M-V/def2-TZVPD" total_energy_ev=-28250.0942 homo_energy_ev="-10.422 / -10.546" e_lumo_ev="-3.368 / -3.380" max_force_ev_per_a=11.0 orbital_gap_ev="7.05 / 7.17" total_charge=+1 spin_multiplicity=4
O -2.914 -0.950 -0.961
H 0.250 1.020 -2.714
H 1.682 -1.530 -1.761
H -1.636 2.347 0.620
H -0.016 1.772 0.836
H 2.430 0.615 -1.714
C 0.394 1.319 -1.667
H 0.732 2.356 -1.702
N -0.930 1.234 -1.005
N 1.319 -1.008 -1.010
H -1.459 -1.755 1.583
C 0.527 -1.075 1.487
C 1.564 0.450 -1.077
H -1.693 1.576 -1.527
C 1.393 -1.669 0.320
H -2.627 0.180 1.015
H 1.848 0.835 -0.100
H -1.603 0.653 2.365
H 0.696 -1.714 2.353
H 0.918 -0.099 1.773
H 2.431 -1.703 0.652
Nd -0.883 -0.948 -0.952
C -1.589 0.328 1.322
H 1.092 -2.715 0.177
N -0.928 -1.003 1.232
C -0.997 1.484 0.455



# 4
16
Properties=species:S:1:pos:R:3 method="wB97M-V/def2-TZVPD" total_energy_ev=-91766.3479 homo_energy_ev=-9.149 e_lumo_ev=0.536 max_force_ev_per_a=1.6 orbital_gap_ev=9.69 smiles="C=CCOC(=O)OP(O)Br"
Br 1.762 1.057 -1.279
H 0.226 -0.683 0.912
C -0.654 -0.958 0.321
O 1.274 3.382 0.521
C -0.229 -1.917 -0.740
H 0.663 3.308 1.270
H 0.480 -3.934 -0.634
O -1.147 1.417 1.640
C 0.634 -2.890 -0.391
P 0.597 2.953 -0.884
H -1.395 -1.423 0.965
O -0.883 2.464 -0.319
H -0.573 -1.754 -1.758
C -1.060 1.344 0.449
O -1.197 0.248 -0.277
H 1.502 -2.616 0.205



# 5
33
Properties=species:S:1:pos:R:3 method="wB97M-V/def2-TZVPD" total_energy_ev=-58236.3863 homo_energy_ev=-8.334 e_lumo_ev=-1.315 max_force_ev_per_a=0.6 orbital_gap_ev=7.02
C 2.401 -3.621 -2.049
F 0.727 2.961 -2.622
H -0.465 -3.809 -0.242
H -0.612 3.987 4.178
C -0.911 1.832 -1.292
C 2.608 -2.251 -1.988
F -1.111 4.035 -2.268
C 1.282 -4.184 -1.414
C 1.722 -1.434 -1.299
F -2.147 2.169 -0.799
C -0.398 2.726 2.471
Ir 0.327 1.069 0.070
S 2.010 0.295 -1.221
C -0.254 3.165 -1.755
F -1.140 1.085 -2.389
C 1.044 -5.603 -1.454
H -2.468 0.474 1.343
C -1.059 3.202 3.585
H 3.466 -1.818 -2.485
N 4.094 -5.102 -3.326
C 0.610 -1.997 -0.665
C 3.337 -4.447 -2.763
C -2.804 1.653 3.108
C -2.087 1.237 2.006
F 0.310 3.734 -0.641
N -0.894 1.756 1.689
S -0.521 -0.984 0.222
C 0.393 -3.367 -0.731
H -2.830 3.000 4.782
N 0.852 -6.735 -1.469
C -2.286 2.653 3.914
H -3.760 1.197 3.321
H 0.567 3.123 2.182



# 6
66
Properties=species:S:1:pos:R:3 method="wB97M-V/def2-TZVPD" total_energy_ev=-82830.0785 homo_energy_ev=-11.656 e_lumo_ev=-3.677 max_force_ev_per_a=0.7 orbital_gap_ev=7.98 total_charge=+1
H -1.835 2.367 -2.020
C 5.159 -2.764 3.122
H -2.445 2.008 1.717
H -3.452 0.554 1.574
C -3.590 0.414 -1.155
C 0.120 3.252 1.489
H 4.195 0.240 4.353
H 4.394 -3.641 1.309
O 1.039 -1.906 0.975
C -0.904 -3.875 -0.033
C 4.245 -0.615 3.694
O 2.732 -3.234 -0.263
S 2.416 -1.992 0.357
S 2.667 0.925 2.184
Mo 0.443 -0.082 -0.133
H 2.032 4.860 0.426
H 0.222 1.428 -2.520
C -5.825 0.277 -2.059
H -0.976 0.158 0.955
H -0.102 -4.207 0.623
H -0.703 3.903 1.188
H -1.429 -4.742 -0.430
C 0.173 0.372 -2.299
H -1.581 3.159 -0.455
C -5.505 -0.914 -2.698
I -2.311 -2.832 1.148
H 5.817 -3.594 3.340
C -2.584 1.212 -0.317
H -5.148 1.865 -0.812
H 0.651 3.724 2.316
C 5.078 -1.695 3.985
O 2.413 -0.808 -0.577
H -0.793 -0.023 -2.591
C -3.278 -0.773 -1.798
H 2.569 1.553 -2.057
C 2.206 2.266 -1.342
O 2.454 1.612 3.419
C 2.663 3.509 -1.093
H 5.669 -1.682 4.891
C 3.482 -0.613 2.545
C -4.230 -1.434 -2.566
H -6.817 0.697 -2.155
C 3.538 -1.725 1.686
N 1.919 3.973 -0.037
O 1.289 0.481 1.664
C -2.266 2.544 -1.037
H -6.247 -1.428 -3.294
H -3.198 3.092 -1.170
O -0.203 -1.869 -1.209
H -3.968 -2.360 -3.062
N 0.155 -3.829 -2.187
H 0.141 -4.835 -2.162
C -1.273 0.534 -0.127
C -3.162 1.485 1.087
C 4.374 -2.791 1.973
H 0.692 -3.354 -2.905
H -4.046 2.114 1.001
C -0.291 -3.106 -1.169
H -2.294 -1.199 -1.697
O 3.426 1.564 1.152
N 1.185 1.970 -0.447
H -0.270 2.315 1.865
I 1.539 -0.546 -3.672
C -4.875 0.936 -1.296
H 3.449 4.082 -1.548
C 1.055 3.027 0.354